Computed, not measured: one molecule with the formula C21H29N3O4S, with wB97M-V/def2-TZVPD.

**Total energy**: -45742.905 eV
**Molecular weight**: 419.55 g mol⁻¹
**Frontier orbital gap**: 9.36 eV
**Spin multiplicity**: 1
**Maximum force**: 1.17 eV/A
**SMILES**: Cc1ccc(S(=O)(=O)Cc2ccc(C(=O)NCCCN3CCN(C)CC3)o2)cc1
**Charge**: 0

```
58
Properties=species:S:1:pos:R:3:mulliken_charge:R:1
C 1.9924 3.6008 -1.4843 -1.60
C 2.2489 2.1344 -1.3650 0.92
C 1.3812 1.2074 -1.9344 -0.40
C 1.5577 -0.1494 -1.7253 -0.29
C 2.6305 -0.5779 -0.9702 -0.44
C 3.5414 0.3185 -0.4435 -0.67
C 3.3436 1.6723 -0.6383 -0.66
H 4.0332 2.3837 -0.2101 0.45
H 4.3852 -0.0602 0.1107 0.50
S 2.7709 -2.3073 -0.5332 1.46
O 4.1448 -2.6187 -0.2507 -0.72
O 2.0739 -3.1155 -1.4977 -0.73
C 1.8296 -2.4439 1.0832 -1.00
C 1.7580 -1.1089 1.6833 0.36
C 2.6183 -0.4269 2.5017 -0.73
C 2.1437 0.9006 2.5629 -0.66
C 1.0196 0.9447 1.7829 0.62
C 0.1394 2.0722 1.4199 0.00
O 0.4903 3.2343 1.5327 -0.72
N -1.0658 1.6861 0.9610 0.08
C -2.0655 2.5971 0.4670 -0.84
C -2.2332 2.4965 -1.0537 -0.88
H -3.1250 3.0546 -1.3404 0.46
H -1.3773 2.9600 -1.5463 0.43
C -2.3269 1.0395 -1.5249 -0.84
N -3.1590 0.2304 -0.6509 0.79
C -4.5760 0.4928 -0.8316 -0.82
C -5.3832 -0.2946 0.1937 -0.86
N -5.1363 -1.7126 0.0238 -0.10
C -5.9577 -2.5162 0.9005 -1.08
H -5.7642 -3.5694 0.7024 0.34
H -7.0064 -2.3097 0.6920 0.34
H -5.7656 -2.3175 1.9671 0.38
C -3.7229 -1.9772 0.2051 -0.94
C -2.9177 -1.1916 -0.8242 -0.36
H -1.8517 -1.3929 -0.6834 0.02
H -3.2067 -1.5301 -1.8338 0.36
H -3.5459 -3.0462 0.0659 0.48
H -3.3870 -1.6948 1.2207 0.32
H -6.4483 -0.1041 0.0425 0.48
H -5.1071 0.0444 1.2095 0.33
H -4.7630 1.5592 -0.6970 0.40
H -4.9064 0.2029 -1.8445 0.33
H -1.3250 0.6040 -1.5091 0.09
H -2.6849 1.0156 -2.5693 0.37
H -3.0149 2.3627 0.9550 0.31
H -1.7525 3.6050 0.7473 0.47
H -1.2786 0.7056 0.8637 0.09
O 0.7775 -0.2827 1.2544 -0.02
H 2.5645 1.7210 3.1057 0.61
H 3.4813 -0.8289 2.9909 0.56
H 2.3923 -3.1476 1.6868 0.49
H 0.8535 -2.8358 0.8144 0.33
H 0.8849 -0.8843 -2.1401 0.57
H 0.5553 1.5549 -2.5374 0.50
H 1.3326 3.8218 -2.3196 0.38
H 2.9214 4.1519 -1.6068 0.48
H 1.5176 3.9461 -0.5640 0.24
```